1.
{"formula": "C50H105F3NO23S9", "method": "ωB97M-V/def2-TZVPD", "orbital_gap_ev": 8.5040, "charge": -1, "homo_ev": -6.9613, "e_lumo_ev": 1.5, "elements": ["C", "O", "O", "C", "F", "F", "F", "C", "C", "H", "H", "H", "H", "H", "H", "C", "C", "C", "O", "H", "H", "H", "H", "H", "H", "H", "H", "C", "C", "C", "O", "H", "H", "H", "H", "H", "H", "H", "H", "C", "C", "C", "O", "C", "N", "H", "H", "H", "H", "H", "H", "H", "H", "H", "H", "H", "C", "C", "C", "S", "O", "O", "C", "H", "H", "H", "H", "H", "H", "H", "H", "C", "C", "C", "S", "O", "O", "C", "H", "H", "H", "H", "H", "H", "H", "H", "C", "C", "C", "S", "O", "O", "C", "H", "H", "H", "H", "H", "H", "H", "H", "C", "C", "C", "S", "O", "O", "C", "H", "H", "H", "H", "H", "H", "H", "H", "C", "C", "C", "S", "O", "O", "C", "H", "H", "H", "H", "H", "H", "H", "H", "C", "C", "C", "S", "O", "O", "C", "H", "H", "H", "H", "H", "H", "H", "H", "C", "C", "C", "S", "O", "O", "C", "H", "H", "H", "H", "H", "H", "H", "H", "C", "C", "C", "S", "O", "O", "C", "H", "H", "H", "H", "H", "H", "H", "H", "C", "C", "C", "S", "O", "O", "C", "H", "H", "H", "H", "H", "H", "H", "H"], "positions_angstrom": [[-0.18, -0.51, -0.48], [-0.13, 0.87, -0.09], [-0.62, -0.62, -1.71], [1.22, -1.02, -0.07], [1.41, -2.33, -0.33], [2.22, -0.30, -0.66], [1.42, -0.89, 1.28], [-1.36, 1.42, 0.27], [-1.06, 2.85, 0.68], [-0.54, 3.35, -0.14], [-2.02, 3.33, 0.90], [-0.44, 2.95, 1.57], [-1.75, 0.97, 1.20], [-2.10, 1.38, -0.54], [-0.89, -0.95, 0.26], [-0.55, 2.72, -3.17], [-2.04, 2.45, -3.26], [-2.80, 3.19, -4.32], [-2.20, 1.05, -3.55], [-0.01, 2.00, -2.55], [-0.28, 3.73, -2.82], [-0.10, 2.67, -4.17], [-2.50, 2.68, -2.28], [-2.46, 3.02, -5.34], [-2.70, 4.26, -4.11], [-3.87, 2.97, -4.27], [-1.77, 0.49, -2.86], [2.23, 2.60, 4.60], [0.92, 2.69, 3.85], [0.48, 1.31, 3.39], [-0.13, 3.25, 4.67], [2.02, 2.04, 5.53], [2.72, 3.53, 4.89], [3.00, 2.02, 4.08], [0.98, 3.38, 3.01], [1.25, 0.88, 2.75], [-0.47, 1.31, 2.86], [0.48, 0.63, 4.26], [-0.26, 2.67, 5.43], [-0.56, -2.55, -6.66], [-0.03, -1.96, -5.34], [0.55, -0.57, -5.46], [1.80, -0.57, -6.16], [2.33, 0.71, -6.24], [-1.16, -1.91, -4.39], [0.28, -2.61, -7.36], [-1.38, -1.98, -7.10], [-0.89, -3.56, -6.45], [0.72, -2.70, -5.06], [0.68, -0.08, -4.49], [-0.15, 0.10, -6.00], [2.47, 1.16, -5.24], [1.73, 1.39, -6.85], [3.34, 0.62, -6.65], [-0.81, -1.47, -3.52], [-1.76, -1.13, -4.68], [3.16, -2.42, -3.02], [3.09, -3.92, -3.38], [3.37, -4.69, -2.11], [4.79, -3.80, -1.39], [5.99, -4.20, -2.09], [4.71, -3.91, 0.05], [4.22, -2.15, -1.95], [2.17, -2.15, -2.65], [3.36, -1.76, -3.86], [3.85, -4.19, -4.12], [2.13, -4.16, -3.83], [3.68, -5.73, -2.14], [2.54, -4.55, -1.42], [5.12, -1.63, -2.26], [3.81, -1.77, -1.02], [3.57, 2.64, -1.36], [4.28, 3.98, -1.57], [4.53, 4.57, -0.18], [3.11, 4.07, 0.85], [2.17, 5.15, 1.06], [3.64, 3.33, 1.98], [2.41, 2.98, -0.42], [4.16, 1.91, -0.80], [3.16, 2.23, -2.28], [3.55, 4.66, -2.04], [5.23, 3.99, -2.10], [4.66, 5.63, -0.03], [5.38, 3.97, 0.19], [1.70, 3.66, -0.90], [1.90, 2.14, 0.03], [-0.95, -4.15, -0.47], [-1.58, -5.51, -0.16], [-2.22, -6.03, -1.43], [-1.00, -5.69, -2.73], [-1.61, -5.32, -3.98], [0.00, -6.73, -2.65], [-0.41, -4.13, -1.90], [-0.20, -3.82, 0.24], [-1.78, -3.44, -0.38], [-2.33, -5.41, 0.62], [-0.83, -6.24, 0.16], [-3.08, -5.43, -1.75], [-2.38, -7.10, -1.42], [-0.96, -3.38, -2.46], [0.65, -4.08, -2.09], [-4.42, -1.36, -2.84], [-4.18, -0.74, -1.47], [-5.18, -1.29, -0.50], [-5.40, -3.05, -1.07], [-6.79, -3.29, -1.43], [-4.65, -3.96, -0.24], [-4.46, -2.85, -2.62], [-3.63, -1.05, -3.53], [-5.37, -1.03, -3.27], [-4.15, 0.35, -1.54], [-3.16, -0.99, -1.14], [-6.16, -0.85, -0.69], [-4.91, -1.31, 0.55], [-4.93, -3.50, -3.35], [-3.43, -3.19, -2.47], [-1.35, 5.78, 2.90], [-0.02, 6.13, 3.58], [-0.25, 6.41, 5.05], [-1.92, 7.09, 5.17], [-1.82, 8.53, 5.32], [-2.70, 6.29, 6.09], [-2.41, 6.74, 3.42], [-1.55, 4.74, 3.18], [-1.20, 5.77, 1.83], [0.34, 7.04, 3.06], [0.78, 5.41, 3.46], [0.44, 7.05, 5.58], [-0.22, 5.43, 5.54], [-2.23, 7.69, 2.94], [-3.45, 6.45, 3.42], [2.56, -4.93, 2.32], [2.42, -5.43, 3.76], [2.77, -6.92, 3.89], [3.17, -7.49, 2.23], [2.51, -8.73, 1.89], [4.60, -7.36, 2.04], [2.39, -6.11, 1.36], [3.47, -4.36, 2.10], [1.81, -4.21, 1.98], [1.38, -5.25, 4.04], [2.96, -4.83, 4.49], [1.86, -7.49, 4.07], [3.54, -7.10, 4.62], [1.32, -6.32, 1.30], [2.90, -6.05, 0.41], [-3.29, -3.16, 2.39], [-1.95, -3.03, 3.13], [-1.76, -1.53, 3.30], [-3.41, -0.77, 3.46], [-3.62, 0.20, 2.41], [-3.67, -0.40, 4.84], [-4.29, -2.29, 3.10], [-3.65, -4.19, 2.41], [-3.17, -2.87, 1.35], [-1.14, -3.51, 2.60], [-2.04, -3.50, 4.12], [-1.39, -1.12, 2.35], [-1.02, -1.12, 3.99], [-5.31, -2.18, 2.73], [-4.52, -2.70, 4.09], [4.68, -1.37, 2.33], [4.49, 0.10, 1.98], [5.73, 0.88, 2.40], [7.06, -0.36, 2.68], [7.27, -0.53, 4.10], [8.13, -0.07, 1.77], [6.12, -1.79, 2.07], [3.95, -2.02, 1.84], [4.46, -1.53, 3.39], [3.56, 0.55, 2.30], [4.42, 0.20, 0.88], [5.55, 1.44, 3.32], [6.15, 1.58, 1.68], [6.35, -2.71, 2.59], [6.28, -1.82, 0.99], [-4.61, 4.47, -0.42], [-6.09, 4.89, -0.48], [-6.24, 6.22, 0.27], [-4.73, 7.15, -0.04], [-4.19, 7.54, 1.23], [-4.83, 8.08, -1.15], [-3.79, 5.73, -0.67], [-4.42, 3.72, -1.18], [-4.37, 4.03, 0.55], [-6.76, 4.12, -0.09], [-6.38, 5.06, -1.52], [-6.15, 5.87, 1.31], [-7.16, 6.80, 0.25], [-2.80, 5.89, -0.24], [-3.70, 5.80, -1.76]]}

***

2.
{"formula": "C20H36AsCrN4O7P2S5", "method": "ωB97M-V/def2-TZVPD", "orbital_gap_ev": [6.6531, 6.6538], "charge": -2, "relative_energy_kcal_mol": 6.8, "s2": 3.819, "homo_ev": [-2.6628, -2.6659], "multiplicity": 4, "e_lumo_ev": [4.0, 4.0], "elements": ["Cr", "S", "As", "S", "S", "S", "C", "C", "C", "C", "O", "P", "O", "O", "O", "C", "C", "C", "C", "H", "H", "H", "H", "H", "H", "H", "H", "H", "H", "H", "H", "H", "H", "H", "H", "H", "H", "C", "N", "C", "N", "C", "N", "C", "P", "C", "C", "H", "H", "H", "H", "H", "H", "H", "H", "H", "H", "H", "H", "N", "C", "C", "C", "C", "C", "C", "S", "O", "O", "O", "H", "H", "H", "H", "H", "H"], "positions_angstrom": [[0.05, 1.52, 0.58], [0.96, 4.96, 3.73], [0.11, 4.44, 1.87], [-1.29, 2.70, 2.01], [1.57, 3.28, 0.60], [-0.70, 6.05, 0.78], [-2.96, 3.67, -1.22], [-1.90, 2.89, -1.98], [-0.69, 3.75, -2.28], [-2.47, 2.30, -3.27], [-1.38, 1.77, -1.15], [-2.33, 0.59, -0.47], [-3.50, 1.11, 0.24], [-1.17, -0.09, 0.28], [-2.87, -0.29, -1.68], [-2.31, -1.45, -2.37], [-3.40, -1.85, -3.35], [-2.06, -2.58, -1.38], [-1.05, -1.06, -3.13], [-3.30, 4.48, -1.87], [-2.54, 4.10, -0.32], [-3.80, 3.03, -0.95], [-0.98, 4.52, -3.00], [0.11, 3.14, -2.72], [-0.32, 4.25, -1.39], [-2.79, 3.13, -3.90], [-3.32, 1.65, -3.08], [-1.71, 1.73, -3.80], [-4.32, -2.10, -2.81], [-3.08, -2.72, -3.93], [-3.61, -1.03, -4.03], [-2.97, -2.80, -0.82], [-1.27, -2.31, -0.68], [-1.74, -3.48, -1.92], [-1.30, -0.47, -4.01], [-0.50, -1.95, -3.44], [-0.40, -0.48, -2.48], [1.34, -2.01, 4.30], [0.13, -1.22, 4.51], [0.41, -0.19, 5.51], [1.57, 0.65, 5.20], [2.72, -0.21, 4.97], [2.52, -1.22, 3.94], [2.38, -0.61, 2.61], [0.91, 0.54, 2.54], [-0.34, -0.62, 3.25], [1.31, 1.53, 4.04], [1.15, -2.74, 3.51], [1.57, -2.54, 5.22], [0.61, -0.69, 6.46], [-0.47, 0.45, 5.62], [2.95, -0.73, 5.91], [3.58, 0.42, 4.70], [2.29, -1.39, 1.86], [3.28, -0.03, 2.38], [-0.57, -1.39, 2.52], [-1.26, -0.05, 3.41], [0.48, 2.20, 4.24], [2.17, 2.16, 3.84], [1.67, 0.68, -0.76], [1.87, -0.66, -1.29], [2.47, -0.82, -2.53], [2.65, -2.09, -3.06], [2.25, -3.21, -2.35], [1.66, -3.05, -1.10], [1.46, -1.77, -0.58], [2.51, -4.84, -3.04], [1.74, -5.72, -2.18], [3.95, -5.03, -2.96], [2.00, -4.72, -4.40], [1.77, 1.37, -1.49], [2.40, 0.89, -0.09], [2.78, 0.06, -3.09], [3.09, -2.22, -4.05], [1.32, -3.93, -0.57], [0.93, -1.63, 0.35]]}

***

3.
{"formula": "C5H15N3", "method": "ωB97M-V/def2-TZVPD", "orbital_gap_ev": 9.7745, "relative_energy_kcal_mol": 28.2, "homo_ev": -8.7714, "e_lumo_ev": 1.0, "elements": ["C", "N", "C", "C", "N", "C", "C", "N", "H", "H", "H", "H", "H", "H", "H", "H", "H", "H", "H", "H", "H", "H", "H"], "positions_angstrom": [[2.15, 0.44, 1.73], [1.09, 1.03, 0.91], [0.36, 0.08, 0.05], [0.02, 0.75, -1.27], [1.10, 0.93, -2.20], [-0.85, -0.42, 0.87], [-1.77, -1.46, 0.23], [-2.84, -0.87, -0.60], [3.09, 0.30, 1.21], [1.80, -0.53, 2.08], [2.27, 1.07, 2.62], [1.49, 1.78, 0.36], [0.95, -0.82, -0.06], [-0.39, 1.72, -1.03], [-0.79, 0.17, -1.72], [1.75, 1.66, -1.93], [1.57, 0.12, -2.57], [-0.43, -0.88, 1.77], [-1.50, 0.38, 1.21], [-1.23, -2.23, -0.33], [-2.25, -2.00, 1.03], [-2.64, 0.10, -0.83], [-2.93, -1.32, -1.50]]}

***

4.
{"formula": "C14H20N2O9S2TeZn", "method": "ωB97M-V/def2-TZVPD", "orbital_gap_ev": [6.1119, 6.2102], "charge": -2, "homo_ev": [-1.9994, -1.9810], "e_lumo_ev": [4.1, 4.2], "elements": ["Zn", "C", "N", "C", "C", "O", "C", "O", "C", "C", "O", "N", "C", "C", "H", "H", "H", "H", "H", "H", "H", "H", "H", "H", "H", "H", "H", "H", "H", "H", "O", "S", "O", "O", "C", "C", "C", "C", "C", "C", "S", "O", "O", "O", "H", "H", "H", "H", "Te"], "positions_angstrom": [[-0.25, -0.51, 0.26], [3.39, 0.92, 3.04], [3.23, 1.21, 1.63], [4.34, 0.65, 0.89], [1.84, 1.00, 1.21], [1.43, -0.33, 1.27], [0.99, 1.89, 2.18], [0.17, 2.75, 1.40], [0.92, 3.00, 0.21], [1.45, 1.63, -0.25], [0.45, 0.90, -0.82], [2.56, 1.86, -1.17], [2.90, 0.70, -1.97], [2.51, 3.02, -2.06], [4.45, 1.01, 3.31], [2.78, 1.58, 3.67], [3.13, -0.11, 3.28], [5.25, 0.95, 1.43], [4.36, -0.44, 0.87], [4.38, 1.10, -0.10], [0.31, 1.25, 2.74], [1.59, 2.51, 2.84], [0.27, 3.35, -0.58], [1.71, 3.72, 0.42], [2.88, -0.23, -1.40], [2.23, 0.55, -2.83], [3.93, 0.84, -2.32], [1.63, 3.08, -2.72], [2.58, 3.95, -1.49], [3.42, 2.96, -2.66], [-3.93, -1.03, 2.49], [-3.38, -0.80, 1.17], [-3.89, 0.39, 0.54], [-1.90, -0.84, 1.17], [-3.97, -2.17, 0.21], [-5.03, -2.80, 0.84], [-5.71, -3.87, 0.27], [-5.28, -4.27, -0.98], [-4.19, -3.69, -1.58], [-3.52, -2.62, -1.01], [-2.06, -2.10, -1.93], [-1.98, -3.05, -3.03], [-2.25, -0.66, -2.32], [-0.96, -2.30, -0.91], [-5.24, -2.48, 1.84], [-6.48, -4.36, 0.83], [-5.74, -5.09, -1.54], [-3.81, -4.06, -2.52], [-1.52, 1.06, -3.82]]}